Record 1
ORCA calculation (the ωB97M-V functional and the def2-TZVPD basis) on C58H52GeIrN4O5PS3 as an isolated structure in a non-equilibrium geometry.

Geometry (Å):
1 Ir -0.06159 -0.91050 -0.38806
2 O -2.58563 -1.48613 -3.62188
3 S -1.90372 -1.65020 -2.38534
4 O -0.43308 -1.41587 -2.43820
5 O -2.44498 -0.67201 -1.33021
6 C -2.18134 -3.28743 -1.78511
7 C -3.36316 -3.87878 -2.20931
8 C -3.59390 -5.21677 -1.93155
9 C -2.61302 -5.97004 -1.30773
10 C -1.43393 -5.37090 -0.88163
11 C -1.22291 -4.00878 -1.05861
12 P 0.22550 -3.23270 -0.25978
13 C 0.36560 -3.85123 1.43879
14 C -0.58930 -4.63266 2.08097
15 C -0.39710 -5.01582 3.40038
16 C 0.72946 -4.60135 4.09677
17 C 1.66571 -3.78872 3.47347
18 C 1.48150 -3.40923 2.15244
19 C 1.61864 -3.94995 -1.18046
20 C 2.63755 -4.67510 -0.56458
21 C 3.66144 -5.21994 -1.32876
22 C 3.68053 -5.03992 -2.70288
23 C 2.66535 -4.32222 -3.32256
24 C 1.64257 -3.77367 -2.56840
25 H -4.07876 -3.29658 -2.77556
26 H -4.52711 -5.67524 -2.22866
27 H -2.76174 -7.02942 -1.14685
28 H -0.66346 -5.96914 -0.41059
29 H -1.48993 -4.93534 1.56717
30 H -1.13591 -5.64057 3.88497
31 H 0.87019 -4.90527 5.12570
32 H 2.54370 -3.45952 4.01449
33 H 2.20850 -2.76544 1.66952
34 H 2.63800 -4.83221 0.50416
35 H 4.44122 -5.79273 -0.84459
36 H 4.48510 -5.46016 -3.29192
37 H 2.67228 -4.18963 -4.39638
38 H 0.87154 -3.19285 -3.05474
39 S 2.25439 -0.87145 -0.92118
40 C 2.74492 0.72752 -0.65280
41 N 4.01234 1.04192 -0.60030
42 C 4.41713 2.44836 -0.45367
43 C 3.40047 3.17989 0.37840
44 N 2.08411 3.01735 -0.24950
45 C 1.18456 4.18564 -0.26894
46 C 0.94352 4.71223 1.12356
47 C 0.09964 4.01154 1.98347
48 C -0.10572 4.46722 3.27472
49 C 0.53593 5.61793 3.71992
50 C 1.37629 6.31794 2.86755
51 C 1.57789 5.86516 1.56960
52 C 1.70874 1.80059 -0.56320
53 S 0.13196 1.42402 -0.93873
54 C 5.10711 0.04651 -0.47795
55 C 5.46212 -0.16795 0.97530
56 C 4.63054 -0.90432 1.81553
57 C 4.95625 -1.06468 3.15194
58 C 6.10827 -0.48290 3.66719
59 C 6.93370 0.26117 2.83867
60 C 6.60907 0.42055 1.49819
61 H 4.51217 2.90378 -1.44240
62 H 5.38667 2.47798 0.03823
63 H 3.63842 4.23836 0.44027
64 H 3.37107 2.76292 1.38836
65 H 0.24788 3.88751 -0.72952
66 H 1.65138 4.94834 -0.89424
67 H -0.39100 3.11121 1.62871
68 H -0.77769 3.93463 3.93678
69 H 0.37969 5.96868 4.73161
70 H 1.86989 7.21798 3.20916
71 H 2.22656 6.41765 0.89810
72 H 5.96674 0.43811 -1.01915
73 H 4.79093 -0.87853 -0.95287
74 H 3.73141 -1.35549 1.42133
75 H 4.31173 -1.64883 3.79708
76 H 6.36646 -0.61617 4.70933
77 H 7.83241 0.71721 3.23192
78 H 7.27202 0.98415 0.85015
79 C -4.98351 -0.32193 0.01216
80 Ge -4.04690 0.48078 -1.47690
81 C -5.07982 0.42543 -3.11072
82 C -4.62544 0.52228 -4.42651
83 C -5.53443 0.63274 -5.46637
84 C -6.89912 0.67010 -5.20861
85 C -7.36099 0.54693 -3.90910
86 C -6.45527 0.42422 -2.86372
87 C -3.27629 2.20958 -1.09540
88 C -3.64428 2.81640 0.07956
89 C -3.28459 4.15474 0.35673
90 C -2.63900 4.89229 -0.58985
91 C -2.24840 4.30864 -1.82374
92 C -1.58734 5.06543 -2.82478
93 C -1.17189 4.47851 -3.98473
94 C -1.37039 3.09434 -4.18704
95 C -2.01708 2.34880 -3.24573
96 C -2.51732 2.93864 -2.05914
97 H -5.69364 0.37061 0.46277
98 H -4.26103 -0.64492 0.76122
99 H -5.53143 -1.19397 -0.34408
100 H -3.57380 0.47924 -4.65893
101 H -5.17302 0.69361 -6.48450
102 H -7.60082 0.79555 -6.02261
103 H -8.42264 0.54398 -3.70115
104 H -6.83182 0.33770 -1.85051
105 H -4.23471 2.27134 0.80803
106 H -3.55733 4.59839 1.30539
107 H -2.42020 5.93927 -0.41388
108 H -1.42311 6.12304 -2.65274
109 H -0.68185 5.06646 -4.74972
110 H -1.01120 2.62749 -5.09535
111 H -2.13171 1.28048 -3.39220
112 C 1.15342 0.84397 4.66318
113 N 0.32172 0.04699 3.76093
114 C -0.75363 -0.66526 4.21213
115 C -1.54519 -1.39148 3.39672
116 C -1.21129 -1.41936 2.00657
117 O -1.79752 -2.07110 1.10878
118 N -0.13224 -0.68330 1.60163
119 C 0.66412 0.06281 2.41926
120 O 1.62741 0.70580 2.01364
121 H 0.85393 0.64826 5.68864
122 H 1.04198 1.90382 4.43825
123 H 2.19908 0.57833 4.52420
124 H -0.93104 -0.61560 5.27792
125 H -2.38421 -1.95979 3.76511

Results
- HOMO: -0.45471 Ha
- Net charge: +2

Here are the Löwdin charges for atoms 1 to 5, given in e: atom 1 (Ir): 0.87, atom 2 (O): -0.23, atom 3 (S): 0.57, atom 4 (O): -0.47, atom 5 (O): -0.46



Record 2
ORCA calculation (the ωB97M-V functional and the def2-TZVPD basis) on a 11-piece molecular cluster, C58H53Cl4N9O18 overall in a non-equilibrium geometry.

Geometry (Å):
1 Cl -5.65050 3.70402 -1.42959
2 C -5.77419 4.89754 -2.78305
3 C -4.52275 5.73716 -3.01656
4 Cl -4.24221 6.81976 -1.61788
5 H -6.53784 5.59403 -2.43689
6 H -6.24746 4.40049 -3.62984
7 H -4.67092 6.36019 -3.89860
8 H -3.63615 5.17183 -3.30370
9 Cl -0.89612 -3.19809 0.02066
10 C -0.40746 -1.73826 0.90152
11 C -0.94317 -0.39792 0.40817
12 Cl -0.15885 0.24103 -1.06610
13 H 0.67577 -1.66732 0.99988
14 H -0.74131 -1.88942 1.92806
15 H -0.71383 0.40989 1.10312
16 H -2.02595 -0.36018 0.28882
17 C -5.35237 3.61449 5.19232
18 C -6.01519 3.59855 6.38918
19 C -5.84158 4.59769 7.33938
20 C -5.14249 5.72768 6.98932
21 C -4.52130 5.77923 5.75013
22 C -4.57875 4.72837 4.88702
23 N -5.12822 6.91376 7.85181
24 O -5.62094 6.76111 8.96247
25 O -4.63943 7.94853 7.51503
26 H -5.54521 2.82480 4.48126
27 H -6.72034 2.81573 6.62659
28 H -6.27803 4.47384 8.31947
29 H -3.98275 6.67560 5.48015
30 H -4.07176 4.70260 3.93376
31 C 11.24398 -4.74019 3.46392
32 C 10.65035 -3.61010 2.93146
33 C 9.28822 -3.42937 2.97260
34 C 8.41135 -4.41806 3.44537
35 C 8.98652 -5.58820 3.93567
36 C 10.40129 -5.73872 3.93848
37 N 6.95482 -4.24401 3.42258
38 O 6.45738 -3.34981 2.79691
39 O 6.28211 -4.87547 4.11604
40 H 12.32102 -4.75181 3.38477
41 H 11.17553 -2.70866 2.65220
42 H 8.79361 -2.56407 2.55665
43 H 8.41076 -6.36165 4.42219
44 H 10.82602 -6.66630 4.29288
45 C 5.75315 2.10037 -0.47217
46 C 6.02274 1.27743 -1.58118
47 C 7.15451 1.46400 -2.22019
48 C 8.17766 2.34856 -1.77557
49 C 7.87762 3.14056 -0.64790
50 C 6.66624 3.02182 0.04516
51 N 9.46435 2.32162 -2.37687
52 O 9.65704 1.38285 -3.10250
53 O 10.29652 3.14510 -2.13431
54 H 4.81055 1.93922 0.02976
55 H 5.25007 0.58572 -1.88272
56 H 7.26504 1.00581 -3.19192
57 H 8.66317 3.78399 -0.28004
58 H 6.42119 3.66825 0.87490
59 C 1.73020 6.17826 8.21083
60 C 2.46688 5.56164 7.29260
61 C 1.98334 4.34837 6.79476
62 C 0.83943 3.76167 7.40404
63 C 0.06535 4.48487 8.34165
64 C 0.45212 5.76264 8.73656
65 N 0.37200 2.38094 6.92257
66 O -0.57905 1.88651 7.58890
67 O 0.85773 1.94258 5.88782
68 H 2.16144 7.14267 8.43522
69 H 3.35114 6.06139 6.92553
70 H 2.47700 3.78239 6.01864
71 H -0.85211 4.04215 8.70036
72 H -0.11463 6.27754 9.49818
73 C 1.28971 8.55007 -4.52969
74 C 1.38179 7.17987 -4.17059
75 C 1.50043 6.81269 -2.81400
76 C 1.30136 7.80431 -1.83777
77 C 1.11359 9.16018 -2.17720
78 C 1.07801 9.49055 -3.53070
79 N 1.18129 7.35206 -0.34378
80 O 1.53158 8.18576 0.46603
81 O 1.01217 6.18841 -0.10439
82 H 1.36314 8.81704 -5.57359
83 H 1.45140 6.39480 -4.90898
84 H 1.64665 5.74343 -2.77262
85 H 0.94317 9.90052 -1.40958
86 H 0.88397 10.52061 -3.79094
87 C -8.27817 -8.86556 2.76464
88 C -8.34990 -7.75131 3.52355
89 C -7.24109 -6.97041 3.70140
90 C -5.97121 -7.34772 3.22688
91 C -5.89835 -8.54899 2.47265
92 C -7.03913 -9.33946 2.25937
93 N -4.74063 -6.59595 3.53056
94 O -3.66140 -7.21563 3.47296
95 O -4.86337 -5.52240 3.95948
96 H -9.17472 -9.40977 2.50690
97 H -9.30114 -7.33778 3.82444
98 H -7.37084 -6.12762 4.36417
99 H -5.00234 -8.88693 1.97328
100 H -6.96882 -10.17067 1.57340
101 C 3.22275 -9.88841 0.98394
102 C 2.41433 -9.06960 0.22345
103 C 2.69337 -8.95895 -1.16304
104 C 3.65026 -9.70747 -1.79466
105 C 4.49016 -10.48000 -0.99258
106 C 4.29752 -10.48017 0.36701
107 N 3.94881 -9.58802 -3.25702
108 O 5.01984 -9.93893 -3.67031
109 O 3.00172 -9.15534 -3.95458
110 H 2.95664 -10.07094 2.01461
111 H 1.56389 -8.55296 0.64327
112 H 2.07515 -8.19877 -1.61727
113 H 5.19301 -11.17176 -1.43288
114 H 4.98462 -11.03207 0.99127
115 C 1.40720 0.47971 -9.78162
116 C 1.13674 0.77174 -8.46282
117 C 0.02086 1.52168 -8.23817
118 C -0.82588 1.93722 -9.35745
119 C -0.43387 1.63344 -10.67105
120 C 0.60858 0.76177 -10.85586
121 N -2.01423 2.79715 -9.20392
122 O -2.49927 3.44621 -10.14913
123 O -2.46298 2.92637 -8.00525
124 H 2.32849 -0.06593 -9.92273
125 H 1.75822 0.28587 -7.72519
126 H -0.23332 1.84935 -7.24096
127 H -0.87981 1.98033 -11.59149
128 H 1.01677 0.47824 -11.81470
129 C -5.43659 -1.98963 -4.33060
130 C -5.68295 -1.75289 -5.68952
131 C -7.02751 -1.48893 -6.09897
132 C -8.05741 -1.45849 -5.11953
133 C -7.74656 -1.83489 -3.77750
134 C -6.43838 -2.08241 -3.40374
135 N -9.46069 -1.30413 -5.60500
136 O -9.67446 -1.03095 -6.77550
137 O -10.37846 -1.30487 -4.80134
138 H -4.42471 -2.13468 -3.98207
139 H -4.87903 -1.72585 -6.41021
140 H -7.23768 -1.24897 -7.13079
141 H -8.54071 -1.86397 -3.04614
142 H -6.23331 -2.29820 -2.36558

Results
- HOMO: -0.36667 Ha

Here are the Löwdin charges for atoms 1 to 5, given in e: atom 1 (Cl): 0.49, atom 2 (C): -0.65, atom 3 (C): -0.65, atom 4 (Cl): 0.53, atom 5 (H): 0.05



Record 3
ORCA calculation (the ωB97M-V functional and the def2-TZVPD basis) on C58H56BN5O2P2V as an isolated structure in a non-equilibrium geometry.

Geometry (Å):
1 V -0.56899 0.67298 0.95850
2 C 0.70280 -3.03062 2.91324
3 C 0.18794 -2.14324 1.95139
4 N -0.11778 -0.88485 2.20718
5 C 0.15554 -0.40966 3.48727
6 C 0.73324 -1.21991 4.47302
7 C 0.97039 -2.58025 4.16422
8 C 1.10077 -0.63483 5.71324
9 C 0.92984 0.70354 5.89345
10 C 0.29648 1.51104 4.91587
11 C -0.17863 0.96474 3.74624
12 N -0.94961 1.56860 2.74608
13 C -1.93258 2.48212 3.05156
14 C -2.21763 3.06323 4.28230
15 C -3.22682 4.04104 4.43547
16 C -3.99522 4.47275 3.39765
17 C -3.82977 3.83523 2.14317
18 C -4.63475 4.14183 1.02202
19 C -4.50576 3.43216 -0.13168
20 C -3.56869 2.38039 -0.16530
21 N -2.77874 2.08767 0.83010
22 C -2.85298 2.82639 1.97977
23 H 0.88966 -4.05733 2.62786
24 H 0.03928 -2.47433 0.93255
25 H 1.37687 -3.23805 4.92612
26 H 1.55723 -1.25159 6.47908
27 H 1.26901 1.16845 6.81229
28 H 0.21713 2.57276 5.08724
29 H -1.67143 2.76588 5.15982
30 H -3.37558 4.46861 5.42111
31 H -4.73850 5.25129 3.51885
32 H -5.35977 4.94468 1.10254
33 H -5.10973 3.64923 -1.00367
34 H -3.47921 1.75691 -1.05425
35 C -2.81638 -0.88817 -3.06771
36 N -2.28535 -1.61021 -1.89884
37 P -2.80952 -0.98597 -0.32751
38 C -4.65259 -1.11641 -0.48637
39 C -5.25595 -2.13446 -1.22464
40 C -6.63557 -2.25996 -1.25058
41 C -7.43344 -1.37627 -0.52530
42 C -6.84124 -0.38344 0.23599
43 C -5.45336 -0.25119 0.25346
44 C -2.71509 -2.46722 0.77230
45 C -2.45568 -3.76553 0.36154
46 C -2.44701 -4.80874 1.28515
47 C -2.71019 -4.55822 2.62349
48 C -2.97690 -3.25656 3.04179
49 C -2.96991 -2.21837 2.12336
50 P -0.64029 -2.04900 -1.83469
51 C -0.63523 -3.58920 -2.85105
52 C -1.80713 -4.25317 -3.19946
53 C -1.76722 -5.42273 -3.95684
54 C -0.55168 -5.94467 -4.36920
55 C 0.62937 -5.29271 -4.01941
56 C 0.58640 -4.12784 -3.26740
57 C 0.35492 -1.00312 -2.95400
58 C 0.16175 -0.88707 -4.33513
59 C 1.09572 -0.23001 -5.11977
60 C 2.25867 0.28323 -4.54025
61 C 2.46907 0.15762 -3.17725
62 C 1.51051 -0.46962 -2.38243
63 H -3.80794 -0.49527 -2.85254
64 H -2.91309 -1.56635 -3.91941
65 H -2.17176 -0.05594 -3.36187
66 H -4.63765 -2.83717 -1.77342
67 H -7.09258 -3.05659 -1.82513
68 H -8.51247 -1.47262 -0.55050
69 H -7.45196 0.29410 0.81951
70 H -4.99989 0.51973 0.86264
71 H -2.23460 -3.97561 -0.67536
72 H -2.23090 -5.81771 0.95224
73 H -2.69911 -5.36974 3.34200
74 H -3.17474 -3.04976 4.08623
75 H -3.14221 -1.20067 2.46298
76 H -2.76180 -3.84573 -2.88764
77 H -2.69267 -5.91880 -4.22710
78 H -0.51932 -6.85363 -4.95749
79 H 1.58493 -5.68937 -4.34123
80 H 1.51501 -3.62915 -3.00601
81 H -0.70085 -1.34564 -4.80665
82 H 0.93385 -0.13940 -6.18718
83 H 2.99732 0.77812 -5.16045
84 H 3.37953 0.53321 -2.72269
85 H 1.67869 -0.57399 -1.31353
86 C 8.24675 1.09178 -0.49907
87 C 7.56294 0.20245 0.54885
88 C 7.54839 -1.23172 0.02414
89 C 8.38026 0.23244 1.84753
90 C 6.14524 0.72868 0.81589
91 C 5.97862 2.02777 1.30132
92 C 4.71827 2.58235 1.54790
93 C 3.62275 1.79377 1.29151
94 O 2.29292 2.09913 1.42485
95 B 1.52584 0.95306 1.00970
96 O 2.52955 -0.04701 0.63427
97 C 3.76795 0.51416 0.81690
98 C 5.00234 -0.04795 0.56907
99 H 9.22544 0.68090 -0.76813
100 H 8.39777 2.10742 -0.12548
101 H 7.63958 1.15473 -1.40598
102 H 8.57575 -1.57089 -0.12968
103 H 7.02420 -1.30812 -0.93272
104 H 7.07357 -1.91692 0.73161
105 H 9.39954 -0.12357 1.66451
106 H 7.92384 -0.41012 2.60513
107 H 8.44384 1.24162 2.25963
108 H 6.85337 2.63879 1.49544
109 H 4.61019 3.58986 1.93131
110 H 5.06178 -1.06696 0.20672
111 C -1.55796 4.54299 -2.56294
112 C -0.18233 3.90296 -2.33171
113 C 0.37922 3.34468 -3.64423
114 C 0.78405 4.93835 -1.73460
115 C -0.32991 2.81171 -1.35327
116 N -0.46891 2.02337 -0.53565
117 H -1.44150 5.35666 -3.28124
118 H -1.97338 4.94537 -1.63601
119 H -2.26788 3.81999 -2.97218
120 H 0.40173 4.14970 -4.38126
121 H -0.23782 2.53115 -4.03280
122 H 1.39397 2.96522 -3.51023
123 H 0.88312 5.77036 -2.43439
124 H 1.76905 4.50158 -1.56288
125 H 0.41140 5.32034 -0.78280

Results
- HOMO (alpha / beta): -0.20206 / -0.23787 Ha
- 2S+1: 4

Here are the Löwdin charges for atoms 1 to 5, given in e: atom 1 (V): 0.59, atom 2 (C): -0.04, atom 3 (C): -0.13, atom 4 (N): -0.01, atom 5 (C): -0.13